Below is C48H61BClF43IN2O11P2S as an isolated structure, with properties calculated with the ωB97M-V functional and the def2-TZVPD basis.

Cartesian coordinates (Å):
C  4.720  1.054  0.027
C  4.314  -0.421  0.041
C  3.155  -0.735  -0.919
C  2.538  -2.107  -0.625
C  1.129  -2.552  -1.087
C  -0.120  -1.652  -1.283
C  0.059  -0.499  -2.332
C  1.187  -0.549  -3.415
C  0.925  0.184  -4.681
O  1.920  0.626  -3.539
C  -0.660  -0.915  -0.022
C  -0.070  0.355  0.583
C  1.258  0.238  1.367
C  1.103  0.527  2.879
S  2.167  -0.595  3.853
O  -0.891  -1.751  1.146
C  -0.003  -2.544  1.649
N  0.695  -3.228  2.178
N  -2.142  -0.591  -0.433
P  -2.599  1.282  -0.342
O  -1.805  1.902  -1.597
Cl  -4.497  1.309  -1.006
C  -2.707  -1.678  -1.432
C  -3.356  -1.140  -2.748
C  -2.767  -0.171  -3.774
O  -1.787  -0.770  -4.601
C  -3.897  0.303  -4.707
F  -4.508  -0.756  -5.277
F  -4.842  0.996  -4.061
F  -3.421  1.069  -5.670
C  -4.034  -2.202  -0.681
I  -3.889  -3.083  1.282
C  -5.155  -2.978  -1.422
C  -5.218  -4.500  -1.522
C  -1.415  -2.561  -1.695
P  -1.365  -4.291  -1.038
O  -0.388  -5.051  -1.874
B  -1.291  -3.140  -3.246
C  -2.397  -4.021  -3.955
O  -0.140  -2.891  -3.929
H  4.014  1.659  0.605
H  4.835  1.441  -0.988
H  5.689  1.174  0.525
H  4.077  -0.734  1.066
H  5.172  -1.033  -0.267
H  3.597  -0.758  -1.918
H  2.433  0.084  -0.945
H  3.217  -2.850  -1.065
H  2.619  -2.298  0.455
H  0.871  -3.348  -0.386
H  1.224  -3.101  -2.025
H  -0.864  -0.413  -2.896
H  0.253  0.469  -1.876
H  1.739  -1.487  -3.533
H  1.639  0.159  -5.499
H  0.257  1.042  -4.665
H  0.023  1.155  -0.149
H  -0.805  0.675  1.335
H  1.751  -0.723  1.246
H  1.944  0.983  0.959
H  1.426  1.544  3.105
H  0.074  0.388  3.215
H  1.350  -0.811  4.889
H  -2.631  -0.780  0.459
H  -1.232  2.611  -1.261
H  -3.633  -2.023  -3.324
H  -4.321  -0.711  -2.475
H  -2.337  0.754  -3.388
H  -2.182  -1.554  -5.005
H  -4.514  -1.256  -0.411
H  -6.054  -2.697  -0.853
H  -5.358  -2.558  -2.411
H  -6.188  -4.746  -1.972
H  -5.196  -4.998  -0.551
H  -4.473  -4.955  -2.174
H  -2.675  -4.741  -1.206
H  -1.129  -4.351  0.336
H  -2.036  -5.056  -3.905
H  -2.446  -3.773  -5.027
H  -3.414  -3.971  -3.570
H  -0.249  -2.652  -4.853
C  1.156  4.185  -5.794
C  1.437  5.693  -5.769
C  0.985  6.543  -6.963
F  1.635  6.183  -8.083
F  1.280  7.833  -6.688
F  2.736  5.926  -5.508
F  0.703  6.174  -4.715
O  2.223  3.337  -6.158
C  2.446  3.013  -7.466
C  3.844  3.445  -7.928
F  3.978  4.776  -7.783
F  3.975  3.129  -9.231
F  1.490  3.490  -8.282
F  2.402  1.661  -7.567
H  0.969  3.938  -4.749
H  0.242  3.960  -6.345
H  -0.094  6.451  -7.114
H  4.607  2.931  -7.341
C  0.221  -7.101  2.740
C  -0.683  -6.469  3.803
C  -0.003  -5.688  4.932
F  0.766  -6.497  5.682
F  -0.971  -5.162  5.731
F  -1.536  -7.379  4.310
F  -1.422  -5.520  3.145
O  0.481  -8.476  2.879
C  1.535  -8.941  3.605
C  1.067  -9.822  4.772
F  0.258  -9.114  5.587
F  2.150  -10.216  5.472
F  2.338  -7.952  4.031
F  2.267  -9.742  2.797
H  -0.352  -7.027  1.817
H  1.131  -6.517  2.601
H  0.596  -4.872  4.522
H  0.534  -10.694  4.390
C  -1.199  8.780  -2.811
C  -1.500  10.060  -2.025
C  -0.450  10.536  -1.017
F  -0.287  9.611  -0.045
F  -0.886  11.680  -0.455
F  -2.703  9.964  -1.424
F  -1.567  11.054  -2.958
O  -1.813  7.598  -2.330
C  -1.236  6.805  -1.406
C  -2.096  6.683  -0.140
F  -2.265  7.881  0.432
F  -1.453  5.862  0.730
F  0.022  7.156  -1.115
F  -1.181  5.532  -1.918
H  -1.659  8.941  -3.784
H  -0.130  8.650  -2.974
H  0.506  10.720  -1.513
H  -3.068  6.252  -0.392
C  -4.402  -6.590  7.802
C  -4.588  -5.520  6.722
C  -3.861  -4.185  6.907
F  -4.303  -3.536  8.001
F  -4.122  -3.414  5.820
F  -5.899  -5.294  6.493
F  -4.051  -6.047  5.579
O  -5.429  -6.704  8.757
C  -5.427  -5.982  9.910
C  -6.664  -5.078  10.007
F  -6.695  -4.224  8.963
F  -6.584  -4.363  11.148
F  -4.295  -5.278  10.073
F  -5.517  -6.853  10.941
H  -4.431  -7.532  7.257
H  -3.416  -6.515  8.263
H  -2.783  -4.339  6.978
H  -7.570  -5.685  10.012
C  6.902  6.901  1.490
C  8.262  6.296  1.856
C  8.748  5.095  1.039
F  7.906  4.049  1.191
F  9.966  4.734  1.489
F  8.307  6.005  3.169
F  9.179  7.277  1.605
O  5.808  6.516  2.294
C  5.054  5.426  2.024
C  5.107  4.407  3.171
F  6.369  3.997  3.380
F  4.361  3.331  2.814
F  5.366  4.849  0.850
F  3.757  5.823  1.941
H  7.016  7.966  1.684
H  6.690  6.786  0.426
H  8.821  5.355  -0.021
H  4.708  4.844  4.087

## Properties
- LUMO (eV) = -3.1
- Kohn-Sham gap (eV) = 8.097
- HOMO level (eV) = -11.243
- charge = +1
- DFT total energy (eV) = -243824.7006